No. 1
The following is a DFT calculation (ωB97M-V/def2-TZVPD) of an isolated molecule of C9H16O at a distorted geometry.

Values from the calculation:
- HOMO (alpha / beta) (eV) = -7.400 / -6.923
- Kohn-Sham gap (alpha / beta) (eV) = 8.14 / 7.48
- 2S+1 = 1
- largest force on an atom (eV/A) = 3.7

XYZ file:
```
26
Properties=species:S:1:pos:R:3:nbo_charge:R:1
C -1.83 1.13 -0.13 -0.398
C -0.76 1.05 1.06 -0.387
C -1.91 -0.20 -0.78 -0.519
C 0.09 -0.16 0.67 -0.160
C -1.03 -1.12 0.03 0.350
C 1.21 0.17 -0.28 0.103
C 0.67 -0.80 2.07 -0.607
C 0.97 1.44 -1.17 -0.680
C 1.93 -0.95 -0.82 -0.676
O -0.85 -2.32 -0.53 -0.669
H -2.71 1.53 0.35 0.208
H -1.41 1.89 -0.76 0.207
H -0.18 1.98 1.17 0.208
H -1.24 0.91 2.03 0.207
H -2.95 -0.38 -0.83 0.229
H -1.67 -0.18 -1.83 0.204
H 1.14 0.07 2.54 0.208
H 1.43 -1.54 2.02 0.199
H -0.14 -1.18 2.67 0.209
H 0.79 2.42 -0.60 0.220
H 0.12 1.26 -1.92 0.211
H 1.88 1.65 -1.74 0.218
H 1.76 -1.17 -1.91 0.216
H 1.63 -1.88 -0.36 0.184
H 3.04 -0.90 -0.71 0.232
H 0.01 -2.70 -0.26 0.482
```


No. 2
The following is a DFT calculation (ωB97M-V/def2-TZVPD) of an isolated molecule of C4H7NO.

Values from the calculation:
- HOMO (eV) = -9.595
- Kohn-Sham gap (eV) = 10.42
- 2S+1 = 1
- largest force on an atom (eV/A) = 0.7

XYZ file:
```
13
Properties=species:S:1:pos:R:3:nbo_charge:R:1
C 1.70 -0.27 -0.01 -0.608
C 0.38 0.47 -0.13 -0.167
N -0.61 -0.14 -1.06 -0.617
C -1.64 -0.28 0.00 -0.348
C -0.60 0.21 1.01 0.599
O -0.54 0.28 2.21 -0.505
H 2.22 -0.31 -0.97 0.219
H 1.52 -1.30 0.32 0.214
H 2.34 0.22 0.73 0.220
H 0.55 1.55 -0.30 0.204
H -0.89 0.47 -1.81 0.363
H -1.99 -1.30 0.15 0.216
H -2.51 0.38 -0.09 0.209
```


No. 3
The following is a DFT calculation (ωB97M-V/def2-TZVPD) of a structure of composition C47H57Br2N6O5PtSi.

Values from the calculation:
- HOMO (alpha / beta) (eV) = -10.597 / -11.488
- Kohn-Sham gap (alpha / beta) (eV) = 7.61 / 5.46
- 2S+1 = 5
- charge = +1
- largest force on an atom (eV/A) = 0.5

XYZ file:
```
119
Properties=species:S:1:pos:R:3:lowdin_spin:R:1
Pt -0.11 2.30 0.23 1.456
C -0.83 3.09 4.34 0.013
C -2.20 2.74 3.86 0.114
C -3.03 1.94 4.61 -0.001
C -4.28 1.54 4.13 0.183
C -4.72 1.94 2.87 -0.002
C -3.93 2.73 2.07 0.124
C -4.41 3.22 0.74 0.015
C -2.66 3.17 2.57 0.106
N -1.88 3.86 1.73 0.291
C -1.16 4.96 2.02 0.036
O -1.39 5.74 2.93 0.081
C -0.07 5.31 1.02 0.008
C 0.43 6.61 1.06 0.003
C 1.41 6.99 0.16 -0.003
C 1.87 6.05 -0.75 0.002
C 1.34 4.78 -0.71 0.003
N 0.38 4.42 0.14 0.080
C 1.86 3.72 -1.64 0.032
O 2.73 4.00 -2.45 0.082
N 1.21 2.52 -1.56 0.284
C 1.67 1.54 -2.40 0.201
C 0.78 1.00 -3.40 0.119
C -0.58 1.57 -3.58 0.015
C 1.29 0.09 -4.30 0.007
C 2.60 -0.35 -4.20 0.180
C 3.45 0.12 -3.20 0.011
C 3.03 1.06 -2.30 0.105
C 3.89 1.46 -1.15 0.010
H -0.57 2.50 5.22 0.000
H -0.77 4.15 4.60 0.006
H -0.09 2.90 3.56 0.002
H -2.70 1.57 5.57 -0.003
H -4.90 0.90 4.73 0.010
H -5.69 1.62 2.52 -0.003
H -5.19 2.57 0.34 0.001
H -3.60 3.30 0.02 0.002
H -4.84 4.23 0.85 0.007
H 0.03 7.28 1.80 0.001
H 1.80 8.00 0.16 0.000
H 2.64 6.27 -1.48 0.001
H -1.26 1.25 -2.80 0.006
H -1.01 1.24 -4.53 0.000
H -0.56 2.66 -3.58 0.004
H 0.67 -0.26 -5.11 -0.001
H 2.97 -1.09 -4.90 0.008
H 4.45 -0.30 -3.12 -0.001
H 4.84 0.92 -1.18 0.000
H 3.40 1.22 -0.21 0.002
H 4.11 2.52 -1.16 0.005
Br -6.64 -1.52 -0.91 0.000
C -5.03 -0.53 -0.90 0.000
C -4.69 0.24 -2.01 0.002
N -3.58 0.96 -2.06 0.006
C -2.78 0.92 -1.01 0.032
C -3.02 0.19 0.14 0.003
C -4.19 -0.56 0.20 0.001
C -2.10 0.14 1.33 0.013
O -2.39 -0.55 2.28 0.032
O -0.97 0.81 1.29 0.102
H -5.35 0.27 -2.87 0.000
H -1.87 1.53 -1.08 0.026
H -4.41 -1.14 1.08 0.000
N 5.87 1.82 4.45 0.000
C 4.86 0.95 4.29 0.000
O 4.80 -0.13 4.85 -0.001
C 3.74 1.36 3.36 -0.004
C 3.59 2.62 2.80 0.005
C 2.52 2.86 1.95 0.008
N 1.62 1.92 1.65 0.136
C 1.75 0.71 2.20 0.007
C 2.79 0.39 3.05 0.005
H 6.62 1.55 5.07 0.000
H 5.95 2.68 3.96 0.000
H 4.27 3.44 3.01 0.001
H 2.39 3.83 1.50 0.001
H 0.98 0.00 1.94 0.001
H 2.88 -0.60 3.47 0.001
C 2.70 -4.39 -0.15 0.000
C 1.87 -4.32 -1.44 0.000
C 2.71 -3.50 -2.44 0.003
C 1.71 -5.74 -1.99 0.000
Si 0.16 -3.52 -1.09 0.001
Br 0.63 -1.29 -0.78 0.011
C -1.05 -3.56 -2.58 0.000
C -2.14 -2.48 -2.48 0.000
C -1.74 -4.93 -2.67 0.000
C -0.31 -3.32 -3.90 0.000
C -0.63 -4.06 0.57 0.001
C -2.09 -3.59 0.66 0.000
C 0.08 -3.45 1.79 0.000
C -0.61 -5.59 0.70 0.000
H 3.69 -4.80 -0.39 0.000
H 2.26 -5.04 0.61 0.000
H 2.85 -3.40 0.29 0.000
H 3.68 -3.99 -2.54 0.000
H 2.88 -2.49 -2.08 0.001
H 2.26 -3.45 -3.43 0.001
H 2.70 -6.19 -2.12 0.000
H 1.21 -5.76 -2.96 0.000
H 1.15 -6.39 -1.31 0.000
H -2.76 -2.58 -1.59 0.000
H -2.79 -2.56 -3.35 0.000
H -1.71 -1.47 -2.47 0.000
H -2.38 -5.14 -1.82 0.000
H -1.03 -5.76 -2.76 0.000
H -2.37 -4.95 -3.56 0.000
H 0.24 -2.37 -3.88 0.000
H -1.05 -3.25 -4.71 0.000
H 0.38 -4.12 -4.16 0.000
H -2.17 -2.51 0.55 0.000
H -2.48 -3.84 1.66 0.000
H -2.74 -4.07 -0.07 0.000
H -0.05 -2.37 1.83 0.000
H 1.15 -3.67 1.83 0.000
H -0.38 -3.87 2.70 0.000
H -1.10 -6.09 -0.14 0.000
H -1.16 -5.87 1.61 0.000
H 0.40 -5.99 0.80 0.000
```


No. 4
The following is a DFT calculation (ωB97M-V/def2-TZVPD) of a cluster of 2 separate species, C4H13NOS in total at a distorted geometry.

Values from the calculation:
- HOMO (eV) = -9.010
- Kohn-Sham gap (eV) = 9.91
- 2S+1 = 1
- largest force on an atom (eV/A) = 4.9

XYZ file:
```
20
Properties=species:S:1:pos:R:3:nbo_charge:R:1
C -0.15 -2.45 -0.43 -0.432
N -0.01 -1.45 -1.51 -0.619
C 0.18 -0.07 -0.94 -0.250
C 1.37 0.09 0.03 -0.436
C 1.14 0.43 1.52 -0.568
S 0.90 2.14 1.85 -0.019
H 0.30 -3.51 -0.74 0.200
H -1.24 -2.73 -0.27 0.193
H 0.24 -2.25 0.51 0.177
H 0.85 -1.69 -1.96 0.346
H -0.63 0.05 -0.33 0.191
H -0.09 0.80 -1.69 0.218
H 2.12 0.87 -0.43 0.213
H 2.09 -0.91 -0.07 0.210
H 1.98 0.14 2.20 0.228
H 0.21 -0.14 1.84 0.232
H 1.91 2.69 1.13 0.117
O -3.80 -0.55 -1.93 -0.945
H -3.00 -1.08 -2.12 0.477
H -3.95 -0.04 -2.72 0.467
```


No. 5
The following is a DFT calculation (ωB97M-V/def2-TZVPD) of the ion C9H11N2S2 with charge +1 at a distorted geometry.

Values from the calculation:
- HOMO (eV) = -12.453
- Kohn-Sham gap (eV) = 7.54
- 2S+1 = 1
- charge = +1
- largest force on an atom (eV/A) = 4.5

XYZ file:
```
24
Properties=species:S:1:pos:R:3:nbo_charge:R:1
C 1.41 1.26 0.76 -0.474
N 0.40 0.43 1.39 -0.158
C -0.41 -0.29 0.66 0.284
C -0.38 -0.64 -0.75 -0.198
C -1.62 -0.87 -1.32 -0.121
C -1.73 -1.07 -2.71 -0.204
C -0.63 -1.17 -3.50 -0.147
C 0.61 -1.14 -2.88 -0.198
C 0.78 -0.89 -1.52 -0.174
N 0.04 0.81 2.72 -0.391
S -1.71 0.86 3.02 0.207
C 1.02 0.64 3.65 -0.141
S 2.50 0.18 3.37 0.076
H 1.38 2.29 1.04 0.246
H 1.35 1.15 -0.46 0.251
H 2.48 0.92 1.13 0.268
H -1.39 -0.49 1.21 0.244
H -2.56 -0.86 -0.73 0.236
H -2.74 -1.10 -3.21 0.244
H -0.75 -1.16 -4.61 0.249
H 1.44 -1.22 -3.63 0.243
H 1.86 -0.86 -1.26 0.255
H -1.97 2.26 3.05 0.176
H 0.61 0.97 4.58 0.226
```


No. 6
The following is a DFT calculation (ωB97M-V/def2-TZVPD) of a structure of composition C7H20BINbO3 at a distorted geometry.

Values from the calculation:
- HOMO (eV) = -4.175
- Kohn-Sham gap (eV) = 6.82
- 2S+1 = 1
- charge = -1
- largest force on an atom (eV/A) = 1.9

XYZ file:
```
33
Properties=species:S:1:pos:R:3:nbo_charge:R:1
C -2.03 3.31 -0.33 -0.610
C -2.30 2.23 0.72 -0.416
C -1.02 1.70 1.35 -0.590
C -1.23 1.28 2.81 -0.630
Nb -0.15 0.01 0.10 1.363
C -1.27 -1.94 0.60 -1.060
C -2.34 -2.50 -0.20 0.540
O -3.40 -2.90 0.16 -0.569
I -1.95 -2.73 -2.35 -0.100
B 1.55 -0.97 -1.23 0.707
C 2.49 -2.10 -0.65 -1.068
O 1.77 -0.64 -2.53 -0.940
H -1.02 3.19 -0.71 0.226
H -2.10 4.30 0.09 0.187
H -2.68 3.21 -1.19 0.200
H -2.93 2.64 1.50 0.183
H -2.87 1.44 0.23 0.202
H -0.32 2.53 1.37 0.206
H -0.44 0.63 3.16 0.221
H -1.21 2.16 3.46 0.191
H -2.17 0.76 2.96 0.189
H -1.22 0.28 -1.39 -0.430
H 0.85 1.39 -0.58 -0.279
H 1.05 -0.29 1.49 -0.436
H -1.70 -1.83 1.60 0.240
H -0.49 -2.71 0.66 0.270
H 2.29 -3.07 -1.09 0.224
H 3.52 -1.81 -0.81 0.245
H 2.34 -2.15 0.42 0.230
H 1.04 -0.11 -2.87 0.500
O 5.74 -1.77 -1.94 -0.930
H 6.70 -1.82 -1.98 0.460
H 5.46 -1.71 -2.85 0.472
```


No. 7
The following is a DFT calculation (ωB97M-V/def2-TZVPD) of a cluster of 2 separate species, C2H2N2O2 in total at a distorted geometry.

Values from the calculation:
- HOMO (eV) = -9.078
- Kohn-Sham gap (eV) = 9.41
- 2S+1 = 1
- largest force on an atom (eV/A) = 4.6

XYZ file:
```
8
Properties=species:S:1:pos:R:3:nbo_charge:R:1
C 1.76 0.22 -0.29 -0.099
C -1.21 -1.26 1.12 1.023
N 0.06 1.69 -1.15 -0.442
N 0.79 0.85 -0.71 -0.038
O -2.30 -0.97 1.35 -0.511
O -0.15 -1.48 0.77 -0.513
H 1.96 -0.92 -0.44 0.233
H -0.91 1.86 -0.65 0.346
```


No. 8
The following is a DFT calculation (ωB97M-V/def2-TZVPD) of a structure of composition C30H54As2GeIrN2O2S at a distorted geometry.

Values from the calculation:
- HOMO (alpha / beta) (eV) = -13.102 / -12.992
- Kohn-Sham gap (alpha / beta) (eV) = 8.18 / 7.63
- 2S+1 = 2
- charge = +2
- largest force on an atom (eV/A) = 2.9

XYZ file:
```
93
Properties=species:S:1:pos:R:3:lowdin_spin:R:1
Ir -0.64 0.76 0.53 0.782
C -2.77 -2.38 1.22 0.002
As -1.98 -1.19 -0.10 0.007
C -3.62 -0.65 -0.98 0.000
C -1.19 -2.44 -1.39 0.000
C -2.01 -2.79 -2.45 0.000
C -1.56 -3.53 -3.53 0.000
C -0.23 -3.92 -3.59 0.000
C 0.60 -3.62 -2.52 0.000
C 0.14 -2.90 -1.42 0.000
As 1.47 -2.78 -0.03 0.002
C 2.52 -4.37 -0.24 0.000
C 0.79 -2.96 1.73 0.001
H -3.38 -3.12 0.70 0.000
H -3.40 -1.79 1.88 0.000
H -2.01 -2.88 1.81 0.000
H -4.24 -1.53 -1.15 0.000
H -3.43 -0.14 -1.92 0.000
H -4.13 0.02 -0.29 0.000
H -3.05 -2.49 -2.45 0.000
H -2.24 -3.79 -4.33 0.000
H 0.15 -4.46 -4.44 0.000
H 1.62 -3.96 -2.57 0.000
H 3.10 -4.52 0.67 0.000
H 3.20 -4.30 -1.09 0.000
H 1.84 -5.20 -0.38 0.000
H 0.24 -3.90 1.82 0.000
H 0.19 -2.10 2.00 0.000
H 1.67 -3.00 2.38 0.000
C -0.03 3.63 1.26 -0.001
C 0.77 4.95 1.05 0.000
N 1.93 4.71 0.22 0.000
C 2.76 3.68 0.84 0.000
C 1.99 2.34 0.91 0.002
N 0.58 2.54 0.44 -0.001
C 0.64 2.97 -0.98 0.001
C 1.51 4.25 -1.10 0.000
H -1.07 3.75 0.96 0.000
H -0.01 3.30 2.30 0.000
H 1.10 5.36 2.01 0.000
H 0.14 5.70 0.57 0.000
H 3.04 4.03 1.83 0.000
H 3.67 3.57 0.25 0.000
H 1.94 1.94 1.91 0.000
H 2.44 1.59 0.26 0.001
H -0.37 3.14 -1.32 0.001
H 1.05 2.14 -1.56 0.000
H 0.96 5.05 -1.59 0.000
H 2.41 4.06 -1.69 0.000
C 4.88 -0.56 -2.04 0.000
Ge 4.49 -1.07 -0.21 0.001
C 5.39 -2.73 0.25 0.000
C 4.97 0.28 1.11 0.000
C 2.48 -1.17 -0.13 0.006
H 5.96 -0.51 -2.20 0.000
H 4.46 0.41 -2.28 0.000
H 4.48 -1.30 -2.73 0.000
H 6.44 -2.50 0.41 0.000
H 5.33 -3.48 -0.54 0.000
H 5.01 -3.17 1.18 0.000
H 5.95 0.05 1.51 0.000
H 4.26 0.28 1.93 0.000
H 5.01 1.28 0.67 0.000
H 2.10 -0.63 -1.00 0.002
H 2.18 -0.62 0.76 0.002
C 1.07 0.06 4.31 0.000
C -0.05 0.52 3.39 0.010
C -1.36 -0.17 3.71 0.000
O 0.44 0.33 2.04 0.117
H 0.80 0.24 5.35 0.000
H 2.00 0.59 4.10 0.000
H 1.24 -1.01 4.19 0.000
H -0.20 1.59 3.55 0.002
H -1.24 -1.25 3.77 0.000
H -2.11 0.06 2.95 -0.001
H -1.74 0.18 4.67 0.000
C -2.40 4.66 -1.49 -0.004
S -3.00 2.88 -0.89 0.017
O -2.40 1.81 0.07 0.044
C -4.65 3.13 -0.32 0.003
C -5.58 3.58 -1.25 0.001
C -6.88 3.82 -0.82 0.000
C -7.23 3.61 0.50 0.000
C -6.29 3.14 1.41 0.000
C -4.98 2.90 1.01 0.000
H -3.34 5.19 -1.45 0.000
H -2.05 4.36 -2.47 0.000
H -1.64 5.05 -0.83 0.000
H -5.31 3.72 -2.29 0.000
H -7.62 4.17 -1.53 0.000
H -8.24 3.80 0.83 0.000
H -6.56 2.98 2.45 0.000
H -4.24 2.54 1.70 0.000
```